The following is a quantum chemistry calculation of a molecular structure, C25H30N3O5Ru, from the OMol25 dataset.

Values from the calculation:
Kohn-Sham gap (alpha / beta)	3.801 / 6.404	eV
charge	-1
multiplicity	5
expectation value of S²	6.0335

Atoms and positions in Å:
1 C 0.227 -0.265 -3.897
2 C -0.135 -0.838 -2.531
3 C 0.059 1.251 -3.791
4 C -1.046 1.427 -2.743
5 H -0.200 1.644 -4.778
6 H 1.000 1.697 -3.463
7 C -1.316 0.028 -2.102
8 H 0.708 -0.686 -1.841
9 H -0.373 -1.909 -2.579
10 C -1.493 0.264 -0.601
11 H -2.228 -0.415 -2.532
12 H -1.965 1.754 -3.252
13 C -0.798 2.337 -1.491
14 C 1.565 -0.768 -4.389
15 C -0.640 -0.846 -5.025
16 O -0.928 -0.280 -6.062
17 O 2.379 -1.352 -3.689
18 O 1.697 -0.572 -5.714
19 O -0.955 -2.131 -4.759
20 C -0.681 -3.169 -5.718
21 H -0.299 -4.013 -5.132
22 H 0.083 -2.868 -6.447
23 H -1.606 -3.450 -6.234
24 C 2.970 -0.951 -6.239
25 H 3.790 -0.410 -5.752
26 H 2.912 -0.690 -7.293
27 H 3.131 -2.030 -6.127
28 O -1.398 1.673 -0.341
29 H -0.726 -0.234 0.021
30 H -2.482 -0.089 -0.262
31 C -1.493 3.678 -1.683
32 C 0.685 2.567 -1.164
33 H 1.172 3.198 -1.919
34 H 1.230 1.617 -1.079
35 H 0.769 3.086 -0.198
36 H -1.393 4.306 -0.793
37 H -2.561 3.541 -1.882
38 H -1.053 4.221 -2.527
39 Ru 0.112 -0.280 4.449
40 C -2.250 -0.180 4.961
41 C -2.473 0.076 3.580
42 C -1.780 -0.899 2.821
43 H -3.109 0.866 3.177
44 C -1.165 -1.824 3.741
45 C -1.519 -1.428 5.080
46 H -1.292 -2.018 5.969
47 H -2.643 0.434 5.773
48 H -1.711 -0.969 1.742
49 H -0.617 -2.722 3.474
50 C 2.415 0.634 4.133
51 C 2.273 -0.424 5.105
52 C 1.725 -1.581 4.427
53 H 2.547 -0.407 6.159
54 C 1.527 -1.212 3.034
55 C 1.979 0.140 2.866
56 H 1.956 0.680 1.927
57 H 2.773 1.643 4.333
58 H 1.560 -2.551 4.878
59 H 1.180 -1.856 2.232
60 N 0.063 0.806 6.057
61 C 0.010 0.631 7.244
62 N -0.190 0.298 8.431
63 C -0.032 0.755 9.641
64 N 0.055 1.065 10.774